The following is a DFT calculation (ωB97M-V/def2-TZVPD) of a molecular structure, C26H29N5S2SeV.

Values from the calculation:
**Multiplicity**: 4
**M**: 605.59 g/mol
**HOMO-LUMO gap (spin up / spin down)**: 0.251 / 0.282 Ha
**ΔE to the lowest compared entry with this formula, charge and spin**: 0.0000 eV
**LUMO (spin up / spin down)**: 0.22 / 0.08 eV

Last column: Löwdin spin population.
Atoms and positions in Å:
V 0.93 0.71 -0.30  2.78
C -2.62 0.37 4.76  0.00
N -2.30 0.05 3.38  0.00
C -2.93 0.56 2.26  0.00
C -2.40 -0.04 1.19  0.00
N -1.42 -0.91 1.66  0.00
C -1.37 -0.88 3.03  0.00
S -0.42 -1.79 4.05  0.00
C -0.71 -1.84 0.86  0.02
C -1.05 -3.18 0.91  0.00
C -0.35 -4.07 0.12  0.02
C 0.66 -3.58 -0.70  0.00
C 0.93 -2.23 -0.69  0.02
N 0.26 -1.35 0.09  0.02
H -3.24 1.27 4.76  0.00
H -1.70 0.54 5.31  0.00
H -3.16 -0.46 5.22  0.00
H -3.67 1.34 2.33  0.00
H -2.58 0.10 0.14  0.00
H -1.83 -3.50 1.59  0.00
H -0.59 -5.13 0.14  0.00
H 1.23 -4.23 -1.34  0.00
H 1.71 -1.81 -1.31  0.00
C 3.01 0.05 -0.06  0.00
H 3.34 -0.27 -1.06  0.00
H 3.21 -0.82 0.58  0.01
H 3.72 0.83 0.25  0.00
N 2.08 0.52 2.80  0.01
C 1.06 1.37 2.73  0.02
N 0.45 1.71 1.61  0.02
C -0.55 2.67 1.87  0.01
C -1.39 3.25 0.93  0.00
C -2.37 4.13 1.35  0.00
C -2.53 4.44 2.70  0.00
C -1.69 3.88 3.65  0.00
C -0.70 3.00 3.22  0.00
S 0.48 2.16 4.18  0.00
H 2.35 0.08 1.92  0.00
H 2.19 -0.02 3.64  0.00
H -1.28 3.00 -0.12  0.00
H -3.02 4.59 0.62  0.00
H -3.30 5.13 3.01  0.00
H -1.79 4.12 4.70  0.00
C 2.01 -3.18 -4.82  0.00
C 1.55 -1.90 -4.18  0.00
C 0.22 -1.70 -3.83  0.00
C -0.22 -0.52 -3.24  0.00
C -1.67 -0.39 -2.87  0.00
C 0.69 0.53 -3.02  0.01
Se 0.11 2.19 -2.21  0.01
C 2.03 0.36 -3.40  0.00
C 3.04 1.47 -3.26  0.00
C 2.44 -0.85 -3.96  0.00
H 1.26 -3.97 -4.70  0.00
H 2.94 -3.53 -4.37  0.00
H 2.19 -3.05 -5.88  0.00
H -0.50 -2.50 -4.00  0.00
H -2.22 -1.31 -3.11  0.00
H -2.13 0.45 -3.39  0.00
H -1.78 -0.19 -1.80  0.00
H 3.16 1.76 -2.22  0.00
H 2.69 2.36 -3.80  0.00
H 4.00 1.16 -3.66  0.00
H 3.48 -0.97 -4.24  0.00


The following is a DFT calculation (ωB97M-V/def2-TZVPD) of a gas-phase ion, C4H12N2O2 (charge +2) in a non-equilibrium geometry.

Values from the calculation:
**M**: 120.15 g/mol
**Net charge**: +2
**HOMO-LUMO gap**: 0.449 Ha
**ΔE to the lowest compared entry with this formula, charge and spin**: 0.6656 eV
**Structure (SMILES)**: [NH3+]CC[C@@H]([NH3+])C(=O)O
**LUMO**: -6.84 eV

Last column: Mulliken charge in e.
Atoms and positions in Å:
N -0.44 -2.82 -0.39  -0.32
C 0.57 -1.99 0.42  -0.54
C 0.84 -0.69 -0.35  -1.03
C 0.66 0.69 0.38  -0.15
N 1.61 1.73 -0.11  -0.22
C -0.78 1.14 0.05  0.40
O -0.99 2.08 -0.66  -0.51
O -1.63 0.48 0.79  -0.39
H -0.45 -3.76 0.02  0.38
H -1.34 -2.33 -0.29  0.33
H -0.15 -2.72 -1.37  0.37
H 0.21 -1.87 1.44  0.43
H 1.43 -2.68 0.40  0.37
H 1.81 -0.78 -0.87  0.40
H 0.17 -0.72 -1.27  0.51
H 0.73 0.38 1.44  0.39
H 1.10 2.36 -0.76  0.40
H 1.96 2.29 0.69  0.40
H 2.44 1.49 -0.65  0.38
H -2.55 0.82 0.70  0.41


The following is a DFT calculation (ωB97M-V/def2-TZVPD) of 10 unconnected molecules or ions with the total composition C51H126N10O3 in a non-equilibrium geometry.

Values from the calculation:
**Multiplicity**: 2
**M**: 927.64 g/mol
**Net charge**: -1
**HOMO-LUMO gap (spin up / spin down)**: 0.069 / 0.311 Ha
**LUMO (spin up / spin down)**: 2.17 / 2.16 eV

Last column: Löwdin spin population.
Atoms and positions in Å:
C 3.36 3.02 3.30  0.01
C 3.53 2.33 4.66  0.01
N 2.74 1.06 4.86  0.00
C 3.00 0.23 6.07  0.01
C 4.51 -0.19 6.11  0.09
C 1.31 1.34 4.71  0.00
C 0.39 0.18 4.70  0.01
H 2.39 3.49 3.13  0.00
H 3.46 2.29 2.50  0.00
H 4.10 3.82 3.19  0.00
H 4.62 2.20 4.68  0.01
H 3.29 3.01 5.48  0.00
H 2.63 0.76 6.95  0.00
H 2.42 -0.69 6.01  0.02
H 4.80 -0.74 7.01  0.01
H 4.81 -0.75 5.22  0.04
H 5.15 0.69 6.10  0.01
H 1.10 1.82 3.75  0.00
H 0.98 2.04 5.47  0.00
H 0.49 -0.43 3.80  0.00
H -0.61 0.62 4.64  0.00
H 0.33 -0.34 5.66  0.00
C 4.15 5.59 -3.52  0.00
C 4.34 5.77 -2.02  0.00
N 3.17 5.38 -1.20  0.00
C 2.82 3.98 -1.21  0.00
C 3.83 3.02 -0.53  0.01
C 3.24 5.96 0.13  0.00
C 1.88 5.82 0.87  0.00
H 3.27 6.13 -3.86  0.00
H 4.03 4.53 -3.73  0.00
H 4.98 5.94 -4.13  0.00
H 5.20 5.27 -1.58  0.00
H 4.57 6.81 -1.77  0.00
H 1.83 3.79 -0.79  0.00
H 2.69 3.69 -2.25  0.00
H 3.47 2.00 -0.47  0.00
H 4.86 3.04 -0.90  0.00
H 3.86 3.34 0.51  0.00
H 3.30 7.04 0.07  0.00
H 4.03 5.56 0.77  0.00
H 1.73 4.83 1.29  0.00
H 1.08 5.96 0.15  0.00
H 1.75 6.57 1.65  0.00
C -2.06 4.55 3.64  0.00
C -0.88 4.82 4.55  0.00
N -0.79 6.27 4.79  0.00
C -0.51 7.00 3.54  0.00
C -0.59 8.55 3.64  0.00
C 0.03 6.77 5.93  0.00
C -0.48 6.23 7.24  0.00
H -2.22 3.49 3.82  0.00
H -1.82 4.76 2.60  0.00
H -3.01 4.98 3.95  0.00
H -1.06 4.34 5.52  0.00
H -0.05 4.32 4.05  0.00
H 0.52 6.79 3.24  0.00
H -1.26 6.76 2.79  0.00
H -1.58 8.88 3.95  0.00
H 0.10 9.02 4.35  0.00
H -0.39 9.00 2.67  0.00
H 0.13 7.85 6.05  0.00
H 1.01 6.31 5.79  0.00
H -1.43 6.66 7.57  0.00
H 0.23 6.48 8.02  0.00
H -0.59 5.15 7.24  0.00
C -1.59 -4.82 -2.98  0.00
C -2.47 -4.12 -4.03  0.00
N -1.91 -4.02 -5.37  0.00
C -1.71 -5.29 -6.04  0.00
C -2.80 -6.33 -5.89  0.00
C -0.70 -3.18 -5.54  0.00
C -0.93 -1.71 -5.12  0.00
H -2.00 -5.15 -2.03  0.00
H -0.80 -4.10 -2.77  0.00
H -1.13 -5.75 -3.31  0.00
H -3.46 -4.57 -4.05  0.00
H -2.68 -3.12 -3.66  0.00
H -0.82 -5.78 -5.67  0.00
H -1.61 -5.17 -7.12  0.00
H -2.66 -7.31 -6.34  0.00
H -3.74 -6.01 -6.32  0.00
H -2.83 -6.56 -4.82  0.00
H 0.08 -3.68 -4.96  0.00
H -0.30 -3.18 -6.55  0.00
H -0.01 -1.17 -5.35  0.00
H -1.64 -1.21 -5.78  0.00
H -1.27 -1.68 -4.09  0.00
C 0.06 2.21 1.14  0.00
C -1.13 1.28 1.42  0.00
N -1.47 0.44 0.26  0.00
C -0.35 -0.37 -0.16  0.00
C -0.67 -1.20 -1.47  0.00
C -2.69 -0.38 0.49  0.00
C -2.59 -1.54 1.53  0.00
H 1.00 1.67 1.24  0.00
H 0.06 2.92 1.97  0.00
H 0.01 2.83 0.25  0.00
H -0.93 0.75 2.35  0.00
H -1.96 1.95 1.63  0.00
H 0.48 0.28 -0.40  0.00
H 0.13 -0.96 0.63  0.00
H -0.67 -0.51 -2.31  0.00
H 0.13 -1.93 -1.64  0.00
H -1.61 -1.76 -1.50  0.00
H -3.05 -0.72 -0.47  0.00
H -3.45 0.30 0.87  0.00
H -3.58 -1.83 1.87  0.00
H -1.97 -1.21 2.36  0.00
H -2.10 -2.38 1.04  0.00
C -6.68 -6.54 1.74  0.00
C -6.06 -5.30 1.08  0.00
N -5.73 -5.52 -0.30  0.00
C -5.78 -4.21 -1.03  0.00
C -4.66 -3.27 -0.68  0.00
C -4.62 -6.37 -0.59  0.00
C -4.53 -6.75 -2.08  0.00
H -6.98 -6.33 2.77  0.00
H -5.97 -7.36 1.82  0.00
H -7.59 -6.94 1.28  0.00
H -6.77 -4.48 1.17  0.00
H -5.20 -4.93 1.64  0.00
H -5.90 -4.28 -2.11  0.00
H -6.74 -3.81 -0.71  0.00
H -4.66 -2.28 -1.14  0.00
H -4.71 -3.02 0.38  0.00
H -3.68 -3.67 -0.93  0.00
H -4.71 -7.33 -0.08  0.00
H -3.71 -6.00 -0.11  0.00
H -4.28 -5.89 -2.69  0.00
H -5.48 -7.17 -2.41  0.00
H -3.74 -7.48 -2.26  0.00
C 1.09 1.61 -3.35  0.00
C -0.13 2.57 -3.53  0.00
N -0.30 3.13 -4.90  0.00
C 0.71 4.20 -5.26  0.00
C 0.54 5.47 -4.44  0.00
C -0.48 2.07 -5.95  0.00
C -1.01 2.52 -7.31  0.00
H 1.22 1.25 -2.33  0.00
H 2.09 1.94 -3.60  0.00
H 0.85 0.68 -3.87  0.00
H -1.03 2.12 -3.11  0.00
H -0.08 3.44 -2.87  0.00
H 1.68 3.71 -5.30  0.00
H 0.51 4.48 -6.29  0.00
H 1.07 6.36 -4.79  0.00
H -0.52 5.72 -4.51  0.00
H 0.80 5.17 -3.43  0.00
H -1.17 1.38 -5.48  0.00
H 0.39 1.44 -6.08  0.00
H -1.43 1.76 -7.96  0.00
H -0.35 3.20 -7.85  0.00
H -1.94 3.09 -7.20  0.00
C -2.82 -6.96 2.69  0.01
C -2.22 -5.58 2.55  0.01
O -2.88 -4.56 2.75  0.00
N -0.95 -5.47 2.18  0.01
C -0.15 -4.30 2.05  0.04
H -3.75 -6.99 2.12  0.00
H -2.99 -7.20 3.74  0.00
H -2.17 -7.75 2.32  0.00
H -0.34 -6.25 2.40  0.02
H -0.37 -3.64 2.90  0.01
H -0.35 -3.73 1.14  0.00
H 0.91 -4.52 1.99  0.01
C 3.74 -1.04 -2.74  0.01
C 3.40 -2.52 -2.98  0.00
O 3.88 -3.14 -3.94  0.00
N 2.66 -3.12 -2.07  0.00
C 2.36 -4.54 -2.03  0.01
H 4.74 -0.87 -3.14  0.00
H 3.67 -0.69 -1.71  0.00
H 3.07 -0.41 -3.32  0.00
H 2.50 -2.60 -1.22  0.00
H 1.29 -4.76 -2.07  0.00
H 2.79 -4.94 -1.11  0.00
H 2.80 -5.12 -2.84  0.00
C 3.35 -0.49 2.07  0.06
C 3.14 -1.94 1.59  0.04
O 2.37 -2.19 0.63  0.01
N 3.90 -2.89 2.11  0.06
C 4.06 -4.23 1.53  0.20
H 2.40 0.04 2.10  0.00
H 3.95 0.06 1.33  0.02
H 3.80 -0.46 3.06  0.01
H 4.69 -2.64 2.69  0.11
H 4.65 -4.14 0.61  0.02
H 3.09 -4.65 1.28  0.01
H 4.57 -4.87 2.25  0.07


The following is a DFT calculation (ωB97M-V/def2-TZVPD) of a molecular structure, C27H50N5O9P2SV in a non-equilibrium geometry.

Values from the calculation:
**Multiplicity**: 4
**M**: 733.68 g/mol
**Net charge**: -1
**HOMO-LUMO gap (spin up / spin down)**: 0.269 / 0.284 Ha
**ΔE to the lowest compared entry with this formula, charge and spin**: 2.3309 eV
**LUMO (spin up / spin down)**: 2.47 / 2.46 eV

Last column: Löwdin spin population.
Atoms and positions in Å:
V 9.70 14.46 11.76  1.93
N 11.36 15.79 11.36  0.01
C 11.69 14.73 14.41  0.64
C 10.26 14.86 14.63  0.09
O 9.91 15.50 15.67  0.08
N 9.43 14.28 13.79  0.09
C 8.04 14.31 14.15  0.01
C 7.20 14.03 12.91  0.01
O 5.99 13.93 12.93  0.00
O 7.86 14.01 11.80  0.01
H 12.29 15.37 11.51  0.01
H 11.40 16.55 12.09  0.01
H 12.31 15.11 15.20  0.04
H 12.04 13.91 13.81  0.03
H 7.82 15.35 14.46  0.00
H 7.85 13.75 15.09  0.00
C 5.15 17.52 10.49  0.00
C 6.40 16.69 10.54  0.00
C 6.31 15.58 9.54  0.00
O 7.51 17.52 10.10  0.00
P 8.74 17.61 11.15  0.00
O 8.88 16.42 12.08  0.01
C 10.14 17.74 10.04  0.00
P 10.90 16.08 9.62  0.01
O 9.96 14.89 9.72  0.03
O 10.74 16.34 7.95  0.00
C 9.44 16.22 7.31  0.00
C 9.23 14.72 7.01  0.00
C 9.49 17.09 6.11  0.00
O 12.48 16.19 9.33  0.00
C 13.23 15.86 8.05  0.00
C 12.89 14.55 7.32  0.00
C 13.26 16.99 6.95  0.00
O 8.60 19.01 11.83  0.00
C 8.42 19.07 13.29  0.00
C 7.85 20.45 13.55  0.00
C 9.72 18.93 14.03  0.00
H 4.39 16.73 10.53  0.00
H 5.26 18.11 9.60  0.00
H 4.92 18.15 11.37  0.00
H 6.56 16.32 11.53  0.00
H 6.28 15.99 8.49  0.00
H 5.32 15.09 9.58  0.00
H 7.13 14.81 9.51  0.00
H 10.89 18.39 10.55  0.00
H 9.91 18.27 9.13  0.00
H 8.65 16.53 8.02  0.00
H 9.86 14.47 6.19  0.00
H 8.16 14.51 6.74  0.00
H 9.49 14.13 7.90  0.00
H 10.32 16.99 5.42  0.00
H 9.56 18.09 6.34  0.00
H 8.60 16.97 5.50  0.00
H 14.24 15.78 8.41  0.00
H 13.79 14.11 6.99  0.00
H 12.30 14.86 6.46  0.00
H 12.19 13.93 7.86  0.00
H 12.24 17.17 6.66  0.00
H 13.78 16.61 6.05  0.00
H 13.59 17.92 7.27  0.00
H 7.64 18.39 13.57  0.00
H 8.35 21.24 13.00  0.00
H 7.78 20.69 14.62  0.00
H 6.82 20.42 13.24  0.00
H 10.34 19.71 13.62  0.00
H 10.06 17.94 13.87  0.00
H 9.56 19.09 15.09  0.00
C 12.14 17.96 19.76  0.00
C 11.69 17.15 18.59  0.00
C 11.98 15.65 18.81  0.00
C 10.19 17.33 18.44  0.00
C 12.28 17.66 17.40  0.00
N 12.68 18.04 16.39  0.00
H 11.44 17.67 20.57  0.00
H 11.96 19.03 19.67  0.00
H 13.22 17.75 20.08  0.00
H 11.69 15.40 19.80  0.00
H 12.99 15.42 18.54  0.00
H 11.49 15.10 18.02  0.00
H 9.68 17.03 19.33  0.00
H 9.88 16.81 17.54  0.00
H 10.03 18.39 18.25  0.00
C 7.85 10.42 15.42  0.00
C 9.24 10.77 14.89  0.00
C 10.34 10.34 15.62  0.00
C 11.58 10.87 15.22  0.00
N 11.73 11.57 14.11  0.00
C 10.64 11.71 13.36  0.00
S 10.97 12.45 11.79  -0.02
N 9.39 11.40 13.73  0.00
H 7.18 11.23 15.19  0.00
H 7.96 10.19 16.44  0.00
H 7.43 9.53 14.94  0.00
H 10.21 9.90 16.61  0.00
H 12.52 10.84 15.74  0.00


The following is a DFT calculation (ωB97M-V/def2-TZVPD) of 5 unconnected molecules or ions with the total composition H10O5.

Values from the calculation:
**M**: 90.07 g/mol
**HOMO-LUMO gap**: 0.390 Ha
**ΔE to the lowest compared entry with this formula, charge and spin**: 1.0971 eV
**Structure (SMILES)**: O.O.O.O.O
**LUMO**: 0.24 eV

Last column: Mulliken charge in e.
Atoms and positions in Å:
O 10.52 16.01 -7.45  -0.66
H 9.73 15.85 -6.92  0.33
H 10.87 16.83 -7.10  0.31
O 9.00 13.14 -9.50  -0.59
H 9.06 12.20 -9.70  0.31
H 9.15 13.19 -8.55  0.29
O 7.92 15.30 -11.58  -0.64
H 7.77 14.37 -11.42  0.30
H 8.86 15.43 -11.41  0.33
O 13.02 18.93 -12.46  -0.64
H 12.15 18.75 -12.10  0.32
H 13.03 18.50 -13.32  0.32
O 10.39 16.33 -10.46  -0.64
H 10.11 16.37 -9.54  0.36
H 11.32 16.59 -10.45  0.29


The following is a DFT calculation (ωB97M-V/def2-TZVPD) of 2 unconnected molecules or ions with the total composition C3H7O4PS in a non-equilibrium geometry.

Values from the calculation:
**M**: 170.13 g/mol
**Net charge**: -2
**HOMO-LUMO gap**: 0.224 Ha
**ΔE to the lowest compared entry with this formula, charge and spin**: 1.3338 eV
**LUMO**: 5.66 eV

Last column: Mulliken charge in e.
Atoms and positions in Å:
C -2.13 1.26 2.13  -0.68
C 0.19 -0.68 -2.09  -0.38
C 0.55 0.05 -0.85  0.30
O 1.82 -2.08 -0.03  -0.82
O 1.30 -0.16 1.65  -0.73
O 3.21 0.13 -0.15  -0.77
O 1.03 -1.80 -2.37  -0.64
P 1.90 -0.52 0.30  0.69
S -0.21 1.52 -0.65  -0.46
H -1.23 1.54 1.52  0.04
H -2.89 1.03 1.38  0.23
H -1.93 0.43 2.83  0.21
H 0.32 0.05 -2.99  0.16
H -0.83 -1.01 -2.12  0.20
H 1.44 -1.95 -1.39  0.47
H -2.54 2.19 2.83  0.18